Entry 1:
{
  "formula": "H6N2",
  "method": "ωB97M-V/def2-TZVPD",
  "multiplicity": 1,
  "homo_ev": -9.52,
  "e_above_lowest_ev": 0.000,
  "orbital_gap_ev": 10.555,
  "species": ["H", "H", "H", "N", "H", "N", "H", "H"],
  "positions_angstrom": [[0.86, 8.76, 6.25], [0.32, 9.24, 7.73], [-2.39, 8.86, 8.31], [-1.88, 9.74, 8.20], [-2.28, 10.23, 7.40], [1.14, 9.25, 7.11], [1.86, 8.68, 7.56], [-2.08, 10.30, 9.03]],
  "lowdin_charge": [0.00, -0.04, 0.02, 0.00, 0.02, -0.02, 0.00, 0.02]
}

Entry 2:
{
  "formula": "CH2FO2S",
  "method": "ωB97M-V/def2-TZVPD",
  "multiplicity": 3,
  "s2": 2.013,
  "homo_ev": [-4.55, -4.49],
  "e_above_lowest_ev": 1.542,
  "orbital_gap_ev": [8.665, 5.580],
  "charge": -1,
  "species": ["S", "O", "H", "F", "O", "C", "H"],
  "positions_angstrom": [[-0.01, 2.03, 0.33], [1.27, 2.20, 0.94], [-1.39, 0.29, -0.31], [-2.07, 0.37, 2.38], [-0.13, 2.87, -0.83], [-0.30, 0.46, -0.06], [-0.24, -0.15, 0.84]],
  "lowdin_charge": [0.60, -0.40, 0.05, -0.66, -0.41, -0.19, 0.01]
}

Entry 3:
{
  "formula": "C3H5ClS",
  "method": "ωB97M-V/def2-TZVPD",
  "multiplicity": 1,
  "homo_ev": -8.70,
  "e_above_lowest_ev": 2.121,
  "orbital_gap_ev": 9.388,
  "species": ["Cl", "C", "H", "C", "H", "S", "H", "H", "C", "H"],
  "positions_angstrom": [[1.93, -0.90, -0.76], [0.62, 0.50, 1.24], [-0.34, 0.37, 1.68], [0.70, 0.10, -0.15], [-1.46, -1.11, -0.03], [0.87, 1.83, 0.00], [-1.57, 0.46, -1.06], [-1.00, -0.99, -1.84], [-1.22, -0.50, -0.91], [1.48, 0.25, 1.83]],
  "lowdin_charge": [0.62, -0.45, 0.06, -1.20, 0.04, 0.79, -0.01, 0.02, 0.06, 0.06]
}

Entry 4:
{
  "formula": "CH3NO",
  "method": "ωB97M-V/def2-TZVPD",
  "multiplicity": 1,
  "homo_ev": [-9.12, -9.13],
  "e_above_lowest_ev": 4.833,
  "orbital_gap_ev": [8.726, 8.729],
  "species": ["H", "C", "H", "N", "H", "O"],
  "positions_angstrom": [[-0.95, -0.47, -0.89], [-0.11, -0.58, -0.22], [-0.60, 0.91, 1.09], [0.22, 0.38, 0.77], [0.65, -1.33, -0.40], [0.79, 1.09, -0.35]],
  "lowdin_charge": [0.09, 0.07, 0.10, -0.19, 0.08, -0.15]
}

Entry 5:
{
  "formula": "C3H4Ag5Br2O3",
  "method": "ωB97M-V/def2-TZVPD",
  "multiplicity": 1,
  "homo_ev": -14.34,
  "e_above_lowest_ev": 5.029,
  "orbital_gap_ev": 2.618,
  "charge": 3,
  "species": ["O", "Ag", "H", "Br", "Ag", "H", "O", "H", "Br", "C", "O", "Ag", "Ag", "C", "Ag", "C", "H"],
  "positions_angstrom": [[10.26, -3.33, 13.64], [9.73, -6.74, 14.20], [10.62, 2.17, 15.38], [9.63, 3.85, 17.07], [7.82, -4.88, 10.07], [9.64, 3.08, 13.23], [8.43, -2.22, 14.39], [8.70, 4.10, 14.27], [10.93, 5.12, 14.10], [9.66, 3.59, 14.19], [8.87, -2.44, 12.35], [12.12, -1.99, 11.15], [5.36, -2.31, 13.02], [9.25, -2.64, 13.51], [6.48, -3.63, 17.21], [9.70, 2.77, 15.40], [8.92, 2.01, 15.39]],
  "lowdin_charge": [-0.08, 0.89, 0.06, 0.60, 0.78, 0.06, -0.10, 0.05, 0.58, -0.70, -0.12, 0.94, 0.85, -1.13, 0.96, -0.69, 0.06]
}

Entry 6:
{
  "formula": "C11H30Cu4O13",
  "method": "ωB97M-V/def2-TZVPD",
  "multiplicity": 2,
  "s2": 0.755,
  "homo_ev": [-8.77, -10.99],
  "orbital_gap_ev": [4.954, 6.735],
  "charge": 1,
  "species": ["H", "H", "Cu", "C", "H", "C", "H", "O", "H", "H", "O", "H", "H", "Cu", "C", "H", "O", "H", "Cu", "H", "H", "H", "O", "H", "H", "O", "O", "C", "H", "H", "H", "H", "H", "C", "C", "C", "H", "H", "H", "O", "H", "O", "O", "H", "O", "H", "O", "O", "C", "C", "H", "H", "C", "Cu", "H", "H", "O", "C"],
  "positions_angstrom": [[3.60, -3.66, 0.51], [4.31, -0.91, -2.22], [1.02, 2.95, -1.79], [0.34, -0.05, -4.40], [-3.14, 0.70, 4.23], [0.26, 0.17, -0.17], [2.13, -3.90, 3.69], [-1.01, -2.19, 2.20], [0.37, -0.96, -2.60], [-5.03, 1.45, -2.58], [-0.12, 1.28, -0.41], [-4.92, 2.81, -1.52], [4.83, -2.41, -0.67], [1.47, 1.95, 2.07], [-1.46, 2.07, 4.32], [-1.97, 2.99, 4.03], [0.83, -0.01, 0.87], [2.48, -1.18, -2.01], [-1.53, 2.82, 0.67], [-1.44, 0.63, 2.06], [2.48, 0.05, -5.21], [-0.38, 0.70, -4.07], [-0.15, 2.21, 3.94], [3.65, -3.36, -1.56], [-0.95, -1.89, 4.28], [-4.01, 3.11, -3.40], [3.18, -2.83, 0.27], [3.48, -1.17, -1.57], [-3.37, 1.36, -0.54], [2.97, 1.29, -3.58], [0.14, 3.13, 3.94], [1.34, -1.41, 3.31], [-4.38, 2.83, -4.24], [3.76, -2.51, -0.88], [0.96, -2.37, 3.67], [-0.54, -2.50, 3.48], [1.00, -2.42, 4.76], [1.67, 1.40, -5.65], [-1.45, 2.18, 5.41], [0.14, -0.62, -1.14], [-0.88, -3.49, 3.77], [2.08, 1.60, -3.77], [-2.27, 1.00, 2.35], [-1.63, 0.03, 4.16], [3.44, 0.03, -0.72], [-0.17, -0.45, -5.28], [-2.63, 0.60, -2.18], [1.74, -3.34, 3.01], [-4.35, 2.24, -2.26], [1.68, 0.69, -4.83], [2.81, -0.20, -0.03], [-1.96, -2.29, 2.18], [-3.20, 1.74, -1.54], [0.87, -2.46, 0.76], [-2.39, 2.46, -1.53], [-1.79, 0.36, -1.78], [0.25, -1.14, -3.53], [-2.19, 0.85, 3.72]],
  "lowdin_charge": [0.12, 0.13, 0.59, -0.23, 0.14, -1.07, 0.11, -0.04, -0.02, 0.13, -0.11, 0.12, 0.13, 0.50, -0.25, 0.12, -0.04, 0.10, 0.44, 0.06, 0.12, 0.11, -0.11, 0.14, 0.10, -0.06, -0.04, -0.17, 0.12, 0.08, 0.09, 0.12, 0.08, -0.28, -0.22, -0.24, 0.13, 0.11, 0.13, -0.02, 0.13, -0.12, -0.05, 0.10, -0.08, 0.12, -0.05, -0.05, -0.21, -0.17, 0.03, 0.12, -0.28, 0.55, 0.09, 0.04, -0.07, -0.23]
}